[1]
{"formula": "C4H12ClO2", "method": "the ωB97M-V functional and the def2-TZVPD basis", "charge": -1, "spin_multiplicity": 1, "total_energy_ha": -770.22719, "lumo_energy_ev": 3.84, "homo_energy_ev": -4.5, "species": ["Cl", "C", "C", "O", "H", "H", "H", "H", "H", "H", "C", "C", "O", "H", "H", "H", "H", "H", "H"], "coordinates": [[1.9598, 0.2288, -0.3782], [-0.7512, 3.8158, -0.1522], [0.3268, 2.8648, 0.1218], [0.3808, 1.8988, -0.8912], [-0.5192, 4.2788, -1.0912], [-0.8212, 4.7888, 0.3958], [-1.7292, 3.5558, -0.0132], [0.4228, 2.2508, 1.0838], [1.2458, 3.2828, 0.1538], [1.0398, 1.2698, -0.5682], [-0.6192, -4.0252, 0.0588], [-0.2362, -2.6152, 0.1358], [0.9938, -2.4722, 0.7248], [0.0898, -4.6742, -0.5422], [-1.5642, -4.1842, -0.4222], [-0.7002, -4.5122, 1.1508], [-0.7312, -1.7592, 0.8208], [-0.3172, -2.2542, -0.8682], [1.5288, -1.7392, 0.2798]], "forces_ev_per_a": [[4.972, -5.198, 1.300], [1.166, 3.492, 0.784], [-0.770, -3.636, 1.157], [-4.207, 4.023, -1.687], [-0.437, -0.449, -1.223], [0.967, -0.610, 0.756], [-2.526, -1.689, -0.439], [-1.290, 1.015, -0.325], [3.075, 2.414, -0.078], [-0.875, 0.658, -0.371], [-0.266, -3.156, 2.629], [-0.773, 3.532, 1.525], [3.502, -0.111, -0.527], [-0.330, 1.073, 0.790], [-0.802, 0.120, -0.146], [0.238, 0.873, -2.319], [-1.095, -2.446, -1.651], [0.395, 0.737, -0.848], [-0.945, -0.644, 0.673]]}

---

[2]
{"formula": "C5H7ClO", "method": "the ωB97M-V functional and the def2-TZVPD basis", "charge": 0, "spin_multiplicity": 1, "smiles": "O[C@@H]1CCC=C1Cl", "total_energy_ha": -730.11018, "lumo_energy_ev": 0.88, "homo_energy_ev": -9.6, "species": ["O", "C", "C", "C", "C", "C", "Cl", "H", "H", "H", "H", "H", "H", "H"], "coordinates": [[0.1740, 1.9284, -0.4072], [0.4244, 0.7537, 0.4061], [1.9174, 0.4366, 0.1349], [1.9369, -1.0932, -0.0927], [0.4165, -1.4418, -0.1529], [-0.4001, -0.4526, 0.0034], [-2.1281, -0.2630, 0.0377], [-0.6669, 2.3522, -0.2069], [0.1954, 1.0276, 1.4328], [2.5279, 0.8621, 0.9746], [2.1940, 1.0422, -0.7651], [2.3694, -1.5240, 0.8089], [2.4564, -1.4494, -0.9514], [-0.0611, -2.4827, -0.4692]], "forces_ev_per_a": [[-0.041, -0.186, 0.045], [-0.323, 1.933, -0.928], [-0.468, 0.802, -0.103], [-1.703, 0.382, 1.503], [-0.104, -4.516, -1.940], [0.438, 2.698, 1.055], [0.640, -0.487, -0.157], [-0.075, -0.277, 0.201], [0.136, -0.100, 0.361], [-0.329, -0.878, -0.712], [-0.258, -0.732, 0.621], [0.066, -0.495, -0.134], [0.436, -0.134, -0.636], [1.587, 1.990, 0.822]]}

---

[3]
{"formula": "C17H25N3O5", "method": "the ωB97M-V functional and the def2-TZVPD basis", "charge": 0, "spin_multiplicity": 1, "smiles": "CCOC(=O)N1CCN(C(=O)[C@H](NC(=O)c2ccco2)C(C)C)CC1", "total_energy_ha": -1203.31089, "lumo_energy_ev": 0.66, "homo_energy_ev": -8.9, "species": ["C", "C", "O", "C", "O", "N", "C", "C", "N", "C", "O", "C", "N", "C", "O", "C", "C", "C", "C", "O", "C", "C", "C", "C", "C", "H", "H", "H", "H", "H", "H", "H", "H", "H", "H", "H", "H", "H", "H", "H", "H", "H", "H", "H", "H", "H", "H", "H", "H", "H"], "coordinates": [[2.5365, 4.0011, -5.2005], [1.1907, 3.4123, -4.8212], [1.3432, 2.7097, -3.5878], [0.2077, 2.1673, -3.0949], [-0.8642, 2.2383, -3.6479], [0.4057, 1.5649, -1.8976], [-0.6693, 0.8250, -1.2761], [-0.3340, -0.6719, -1.2376], [0.9442, -0.8617, -0.5854], [1.1926, -1.3892, 0.6326], [2.2928, -1.3130, 1.1517], [0.0257, -2.0724, 1.3633], [-0.7010, -1.0348, 2.0669], [-1.9907, -0.7247, 1.7898], [-2.6123, -1.2525, 0.8854], [-2.5641, 0.3204, 2.6573], [-2.0614, 1.0256, 3.7265], [-3.0913, 1.8916, 4.1454], [-4.1404, 1.6523, 3.3053], [-3.8302, 0.7137, 2.4139], [0.5519, -3.1485, 2.3285], [1.1888, -4.2812, 1.5276], [-0.5800, -3.6832, 3.2012], [2.0114, -0.1468, -1.2619], [1.6976, 1.3527, -1.2873], [3.2735, 3.2104, -5.3135], [2.4461, 4.5399, -6.1389], [2.8769, 4.6856, -4.4281], [0.4341, 4.1943, -4.6940], [0.8307, 2.7150, -5.5860], [-1.5794, 0.9955, -1.8515], [-0.8125, 1.1937, -0.2539], [-1.1414, -1.1945, -0.7296], [-0.2559, -1.0494, -2.2632], [-0.6747, -2.5363, 0.6650], [-0.2153, -0.5832, 2.8241], [-1.0881, 0.9459, 4.1676], [-3.0568, 2.5913, 4.9548], [-5.1228, 2.0789, 3.2528], [1.3211, -2.6916, 2.9594], [0.4565, -4.7388, 0.8654], [1.5702, -5.0456, 2.1998], [2.0163, -3.9071, 0.9312], [-1.3699, -4.1004, 2.5802], [-1.0111, -2.8982, 3.8182], [-0.2066, -4.4662, 3.8563], [2.9403, -0.3345, -0.7217], [2.0948, -0.5254, -2.2855], [2.4569, 1.8945, -1.8476], [1.6668, 1.7313, -0.2588]], "forces_ev_per_a": [[-0.301, -0.251, 0.280], [-0.143, 0.214, -0.430], [0.132, -0.091, 0.182], [0.030, 0.106, 0.087], [-0.254, 0.069, -0.328], [0.110, 0.030, 0.101], [-0.307, -0.247, -0.184], [-0.439, 0.200, 0.049], [0.212, 0.021, -0.360], [-0.277, -0.203, -0.066], [0.209, -0.027, 0.341], [0.269, -0.215, 0.161], [0.153, 0.055, 0.050], [0.008, 0.006, -0.075], [-0.283, 0.005, 0.020], [0.509, 0.341, 0.686], [-0.173, -0.506, -0.665], [-0.533, 0.040, -0.246], [0.296, 0.528, 0.757], [-0.101, -0.407, -0.512], [-0.163, -0.032, -0.132], [0.058, 0.278, 0.126], [0.173, 0.166, -0.087], [0.366, 0.287, 0.191], [0.340, -0.188, -0.074], [0.112, -0.041, -0.054], [0.013, 0.061, -0.099], [0.072, 0.101, 0.033], [0.091, -0.146, -0.046], [0.013, 0.131, 0.120], [0.072, -0.015, 0.127], [-0.023, -0.038, -0.012], [0.105, -0.027, -0.031], [-0.041, 0.017, 0.038], [0.080, 0.080, 0.075], [-0.087, 0.068, 0.010], [0.220, -0.069, 0.041], [-0.062, 0.161, 0.147], [-0.147, -0.022, -0.106], [-0.040, 0.005, -0.057], [-0.109, -0.102, -0.080], [0.045, -0.112, 0.020], [0.111, -0.043, -0.083], [-0.148, -0.085, -0.045], [-0.087, 0.003, 0.085], [0.004, -0.089, 0.076], [-0.105, 0.020, -0.141], [-0.004, 0.031, 0.016], [-0.043, -0.046, 0.134], [0.067, -0.022, -0.039]]}

---

[4]
{"formula": "C4H5CsO6", "method": "the ωB97M-V functional and the def2-TZVPD basis", "charge": 0, "spin_multiplicity": 1, "total_energy_ha": -626.84717, "lumo_energy_ev": -1.13, "homo_energy_ev": -6.2, "species": ["O", "C", "O", "O", "Cs", "C", "C", "H", "H", "H", "O", "C", "O", "O", "H", "H"], "coordinates": [[-0.7290, -1.5805, -0.1679], [-1.7381, -1.2797, 0.5035], [-1.7648, -1.0647, 1.7361], [-2.9368, -1.0699, -0.1257], [1.7866, -1.2144, 2.9321], [-2.7068, -0.5911, -1.9724], [-3.4982, -1.7723, -1.5209], [-3.2753, 0.3437, -1.9049], [-1.6587, -0.8077, -2.1959], [-4.5750, -1.7501, -1.3445], [-2.8352, -3.0177, -1.7011], [-3.5227, -4.1131, -1.4184], [-4.6543, -4.1629, -0.9986], [-2.7365, -5.1661, -1.6090], [-3.2465, -5.9708, -1.4478], [-3.4421, -1.1660, -2.9280]], "forces_ev_per_a": [[0.323, -0.248, -0.415], [0.495, -0.358, 0.989], [0.410, 0.169, 0.465], [-1.841, -1.827, 3.662], [-0.921, -0.024, -0.575], [-4.618, -3.235, -7.110], [4.757, 2.117, 5.163], [0.834, -0.417, 0.259], [-0.505, 0.425, 0.529], [0.381, -0.304, -0.404], [-0.653, 1.624, -0.646], [-1.126, -0.173, 0.949], [0.349, 0.000, -0.398], [0.456, -0.280, -0.361], [-0.133, 0.222, 0.109], [1.793, 2.308, -2.217]]}

---

[5]
{"formula": "C9H12N2O3", "method": "the ωB97M-V functional and the def2-TZVPD basis", "charge": 0, "spin_multiplicity": 1, "smiles": "O=C(CC=C=[N+]([O-])O)N1C=CCCC1", "total_energy_ha": -685.13757, "lumo_energy_ev": 0.43, "homo_energy_ev": -8.6, "species": ["O", "C", "C", "C", "C", "N", "O", "O", "N", "C", "C", "C", "C", "C", "H", "H", "H", "H", "H", "H", "H", "H", "H", "H", "H", "H"], "coordinates": [[-0.0001, 2.5529, 0.4408], [0.5240, 1.7029, -0.2474], [2.0968, 1.4818, -0.3477], [2.1252, 0.3464, 0.6703], [1.2943, 0.1922, 1.6810], [0.6350, -0.1406, 2.6823], [-0.4405, -0.7404, 2.7329], [1.0243, 0.4773, 3.9724], [-0.2449, 0.8137, -0.9684], [0.1651, -0.0825, -1.9375], [-0.2475, -1.3224, -2.1084], [-1.3985, -1.8002, -1.2188], [-1.7668, -0.8211, -0.1061], [-1.5485, 0.6229, -0.5813], [2.6433, 2.2387, 0.1276], [2.3357, 1.3504, -1.3427], [2.6679, -0.5276, 0.4684], [0.2087, 0.5983, 4.5042], [1.0139, 0.2999, -2.5482], [0.1107, -1.9851, -2.8916], [-0.9132, -2.6815, -0.7590], [-2.1474, -2.2532, -1.8777], [-2.7684, -1.1128, 0.2110], [-1.1962, -1.0934, 0.7238], [-2.1871, 0.6089, -1.4705], [-1.9857, 1.2744, 0.1906]], "forces_ev_per_a": [[0.526, -0.259, 0.213], [0.750, 1.299, -1.110], [-3.974, -0.694, 2.914], [-0.906, -0.623, 0.117], [1.791, 0.843, -0.809], [-1.145, 1.360, 2.110], [-0.652, -0.817, 0.096], [0.908, -0.232, -0.840], [1.417, 1.002, 0.224], [3.664, 0.444, -1.368], [-2.031, 0.143, 0.693], [2.124, -1.533, -0.650], [-0.709, -1.043, -1.415], [-4.588, -1.607, 1.096], [0.455, 1.655, 0.198], [1.096, -0.984, -1.720], [1.399, -1.013, -0.195], [0.009, -0.500, -0.989], [-0.699, -0.353, 0.344], [0.068, 0.374, 0.086], [-0.555, -0.010, 0.177], [-0.461, 0.538, 0.318], [-0.368, 0.817, -0.103], [1.192, 0.073, 1.317], [-0.131, 0.872, -0.088], [0.822, 0.246, -0.615]]}

---

[6]
{"formula": "CH7NO2P", "method": "the ωB97M-V functional and the def2-TZVPD basis", "charge": 1, "spin_multiplicity": 1, "total_energy_ha": -588.65522, "lumo_energy_ev": -3.38, "homo_energy_ev": -15.6, "species": ["C", "N", "O", "O", "P", "H", "H", "H", "H", "H", "H", "H"], "coordinates": [[2.2114, -0.3260, -0.0556], [1.7996, 0.9002, 0.0532], [1.4253, -1.3140, -0.0717], [-0.9877, -0.1861, 0.1590], [-2.4584, -0.0864, 0.0012], [3.2760, -0.5418, -0.1338], [0.7919, 1.0669, 0.1315], [-3.0007, 0.8751, 0.8304], [2.4235, 1.6962, 0.0721], [0.4414, -1.0762, 0.0105], [-3.1020, -1.2718, 0.2894], [-2.8203, 0.2641, -1.2861]], "forces_ev_per_a": [[0.268, 0.563, 0.055], [-0.429, 0.334, 0.054], [-0.713, -0.737, 0.003], [1.757, -0.117, 0.089], [-0.022, -0.010, -0.057], [-0.150, 0.022, -0.005], [0.231, -0.026, -0.010], [-0.407, 0.240, 0.188], [0.073, -0.242, -0.022], [0.241, 0.190, -0.020], [-0.456, -0.291, 0.042], [-0.394, 0.075, -0.316]]}

---

[7]
{"formula": "C7H4N2O", "method": "the ωB97M-V functional and the def2-TZVPD basis", "charge": 0, "spin_multiplicity": 1, "total_energy_ha": -453.47619, "lumo_energy_ev": [-0.58, -0.57], "homo_energy_ev": [-8.9, -8.9], "species": ["C", "C", "C", "C", "C", "C", "C", "N", "N", "O", "H", "H", "H", "H"], "coordinates": [[-0.1088, -2.2463, -0.2603], [-1.3227, -1.5754, -0.5960], [0.2389, 0.0858, -2.9513], [-1.5173, -0.8384, -1.7879], [0.0714, -0.9806, 0.7028], [0.4323, 0.1557, -1.3777], [-1.1013, 0.3218, -0.9874], [0.9663, -1.0185, -0.4688], [-1.3114, -0.3976, 0.2536], [-0.8821, -0.4932, -3.1599], [0.0387, -3.0939, 0.4712], [0.2886, -0.9301, 1.7758], [0.9612, 1.1251, -1.2397], [-1.2998, 1.3992, -0.9590]], "forces_ev_per_a": [[2.111, 1.327, 3.769], [-1.935, 0.930, -4.132], [0.744, -0.691, 0.285], [0.068, 0.890, 0.772], [-0.972, -0.072, -1.891], [-0.760, -0.446, 0.455], [1.112, 2.138, 1.204], [-1.528, 0.262, 0.327], [1.410, -1.252, 1.052], [-0.540, -2.001, 0.842], [0.586, 0.332, -2.095], [0.452, -0.039, -0.676], [0.165, -1.137, 0.706], [-0.914, -0.240, -0.616]]}

---

What did we get for energy relative to the best compared isomer or geometry (same formula, charge and spin)? Answer: 342.3; 62.0; 0.0; 417.0; 710.2; 0.0; 811.6 kJ/mol, in the order shown.